[1]
Density functional theory data (the ωB97M-V functional and the def2-TZVPD basis) for H26O13 as an isolated structure.

Last column: Mulliken charge in e.
Element x y z (Å)
1 O -1.172 -0.997 1.619  -0.600
2 O 1.189 2.400 0.275  -0.895
3 O -1.468 -0.006 -1.683  -0.721
4 O -0.640 -1.944 -1.418  -0.701
5 O -0.385 2.290 -1.244  -0.790
6 O 0.158 0.011 -0.467  -0.126
7 O 1.021 -1.275 2.318  -0.699
8 O 0.386 1.036 -2.454  -1.108
9 O 1.817 -0.487 -1.276  -0.629
10 O -0.566 1.757 0.642  -0.825
11 O -0.051 -2.055 0.345  -0.848
12 O 1.610 -1.064 0.586  -0.898
13 O -0.537 0.747 2.312  -0.565
14 H -1.622 0.297 -0.788  0.327
15 H -1.846 -1.546 2.019  0.236
16 H -0.705 2.146 -0.353  0.695
17 H 1.530 -2.082 2.397  0.226
18 H -0.446 -0.120 1.916  -0.220
19 H -0.239 -1.632 -0.492  0.700
20 H 2.500 0.180 -1.211  0.363
21 H -0.674 -1.595 1.061  0.290
22 H -1.135 0.613 3.047  0.319
23 H 1.841 -0.683 -0.261  0.495
24 H -0.034 3.181 -1.231  0.287
25 H 0.323 1.994 0.238  0.168
26 H 0.824 -1.581 0.410  0.671
27 H -0.717 -0.995 -1.518  0.664
28 H -2.264 -0.485 -1.914  0.420
29 H 0.949 -1.128 1.374  0.670
30 H 0.498 -0.315 0.366  0.514
31 H -0.841 2.646 0.866  0.391
32 H 0.998 0.008 -1.272  0.562
33 H -0.450 1.322 1.487  0.724
34 H -1.430 -2.293 -1.830  0.332
35 H -0.205 0.283 -2.444  0.328
36 H -0.053 1.693 -1.913  0.650
37 H -0.172 0.886 -0.265  -0.978
38 H 0.255 -2.931 0.108  0.292
39 H 1.754 1.724 0.649  0.277

Forces on the atoms, in the same order (eV/Å):
-9.1 -1.6 1.1
10.5 3.6 -0.2
-7.3 2.3 -1.4
-2.7 -6.0 -11.7
-7.2 13.9 1.5
-7.6 3.7 4.7
-2.3 -2.5 13.9
5.2 -6.2 -9.0
9.6 -0.4 -11.3
-15.2 2.3 4.1
-1.7 -13.9 2.9
12.9 1.6 0.0
2.1 2.5 10.8
-0.5 0.1 0.2
-0.1 0.1 0.5
-2.6 0.9 -3.6
0.2 0.3 0.2
0.2 -1.5 1.3
-0.7 0.1 0.4
0.7 0.4 -1.4
-1.5 -1.3 1.7
0.2 0.2 0.0
1.7 -0.5 -0.1
0.5 0.2 -0.6
6.3 1.1 -0.6
4.2 -1.2 -1.3
-0.3 1.5 -1.6
-0.9 0.3 -0.5
0.4 1.1 4.2
1.6 1.5 0.4
-0.3 0.7 1.4
0.4 1.5 -2.4
-0.2 -0.1 3.3
0.0 -0.4 0.0
1.4 1.1 -1.8
1.4 -2.5 -4.3
0.4 -2.4 -1.3
-0.3 -0.6 0.2
0.7 0.3 0.4

Calculated values
Kohn-Sham gap ... 6.3 eV
E_HOMO ... -0.249 Eh
Charge ... 0
Calculated total energy ... -992.167396 Ha
Relative energy (zero: lowest compared OMol25 entry of this formula, charge and spin) ... 43.697 eV

***

[2]
Density functional theory data (the ωB97M-V functional and the def2-TZVPD basis) for an isolated molecule of C7H10FN3O4.

Last column: Mulliken charge in e.
Element x y z (Å)
1 F 4.285 -0.457 1.102  -0.234
2 O -1.255 0.850 0.502  -0.508
3 O -2.684 -1.276 1.417  -0.509
4 O 2.124 -0.926 -1.428  -0.563
5 O 4.214 -1.138 -1.372  -0.620
6 N 2.190 0.219 1.048  -0.274
7 N 3.166 -0.827 -0.905  1.113
8 N 2.236 1.986 -1.018  -0.573
9 C 1.260 2.022 -0.289  0.263
10 C -1.770 -1.568 0.392  -0.566
11 C -1.339 -0.275 -0.378  0.700
12 C 1.232 0.977 0.691  0.453
13 C -2.348 0.116 -1.455  -1.740
14 C -0.162 0.793 1.429  -0.722
15 C 3.199 -0.223 0.423  0.209
16 H 0.332 2.674 -0.300  0.360
17 H -3.402 0.274 -1.181  0.299
18 H -2.329 -2.122 -0.330  0.398
19 H -0.901 -2.156 0.801  0.283
20 H -0.336 -0.401 -0.746  0.173
21 H -2.916 -0.367 1.423  0.354
22 H -0.271 1.639 2.087  0.412
23 H -2.389 -0.675 -2.092  0.493
24 H -0.162 -0.124 2.030  0.310
25 H -1.974 0.984 -1.852  0.489

Forces on the atoms, in the same order (eV/Å):
0.6 -0.4 -0.1
0.6 0.3 1.1
0.2 -1.4 0.8
-3.8 -0.3 -1.4
2.0 -0.7 -0.4
-0.4 -0.4 0.7
1.8 1.2 1.5
1.5 0.6 -2.0
-1.6 0.7 0.2
0.6 1.0 0.0
-0.9 -0.2 1.3
-3.3 -1.3 2.3
-0.3 -0.2 2.8
0.6 -0.2 -1.1
0.5 0.5 0.0
1.1 -0.4 -0.3
0.5 0.0 0.7
0.1 -1.0 -0.6
-0.8 0.6 -0.4
0.3 -0.4 -0.9
-0.1 1.4 -0.1
-0.2 0.4 0.3
0.1 -2.0 -2.5
0.0 0.1 -0.2
0.6 2.1 -1.6

Calculated values
Kohn-Sham gap (spin up / spin down) ... 7.1 / 8.4 eV
E_HOMO (spin up / spin down) ... -0.304 / -0.369 Eh
Charge ... 0
Calculated total energy ... -837.542025 Ha
Relative energy (zero: lowest compared OMol25 entry of this formula, charge and spin) ... 2.518 eV

***

[3]
Density functional theory data (the ωB97M-V functional and the def2-TZVPD basis) for C18H15Cl2N6O6Tc as an isolated structure.

Last column: Mulliken charge in e.
Element x y z (Å)
1 Tc 0.548 -1.240 0.124  1.064
2 Cl -3.240 0.741 -5.341  -0.216
3 Cl -1.987 -4.047 -3.251  -0.152
4 O 2.546 -1.180 3.576  -0.585
5 O -0.494 -2.041 1.561  -0.670
6 O -0.459 -2.295 -1.233  -0.595
7 O 1.751 -0.711 1.563  -0.528
8 O -0.541 -2.976 3.579  -0.588
9 O -0.680 0.821 1.637  -0.177
10 N 3.403 -0.886 -2.962  -0.925
11 N 2.098 -0.919 -1.204  0.588
12 N 4.048 -0.584 -1.864  1.226
13 N 3.309 -0.601 -0.799  -0.714
14 N -0.369 0.198 -1.110  0.720
15 N 5.324 -0.203 -1.871  -0.556
16 C -1.133 -0.300 -2.116  -0.094
17 C -2.020 1.562 3.370  -0.975
18 C -1.156 -1.722 -2.150  0.932
19 C 1.742 -0.660 2.850  -0.062
20 C 0.214 1.388 2.586  -0.182
21 C -1.886 -2.344 -3.187  0.073
22 C -1.786 0.510 -3.073  -0.149
23 C -1.618 0.308 2.577  -0.198
24 C -2.521 -1.553 -4.147  -0.602
25 C -0.245 1.516 -1.014  -0.293
26 C -2.476 -0.171 -4.111  0.655
27 C 0.580 0.184 3.472  0.087
28 C -0.747 -0.596 3.461  -0.039
29 C -1.675 1.901 -2.909  -0.670
30 C -0.899 2.391 -1.880  -1.120
31 C -0.571 -2.034 2.837  0.025
32 C -0.693 2.343 3.379  -0.983
33 C 2.176 -1.098 -2.533  -0.309
34 H 1.360 -1.373 -3.168  0.598
35 H -1.145 -0.765 4.458  0.552
36 H 1.061 1.859 2.094  0.717
37 H 0.899 0.449 4.479  0.575
38 H -2.429 -0.201 2.061  0.588
39 H -3.059 -2.043 -4.944  0.483
40 H -2.179 2.563 -3.596  0.483
41 H -0.786 3.453 -1.731  0.447
42 H -0.785 3.288 2.848  0.294
43 H 5.846 -0.504 -2.684  0.303
44 H 5.781 -0.269 -0.971  0.298
45 H 0.395 1.891 -0.231  0.480
46 H -0.312 2.537 4.377  0.431
47 H -2.797 2.096 2.826  0.352
48 H -2.390 1.320 4.362  0.415

Forces on the atoms, in the same order (eV/Å):
-1.6 0.4 1.4
-0.2 0.1 -0.2
0.1 0.0 0.0
0.1 -0.1 -0.7
0.4 -0.6 -3.8
1.4 -1.1 1.7
0.3 -0.4 -3.3
0.1 -0.4 -0.8
0.2 -0.1 -0.8
-0.1 -0.1 -0.8
0.8 -0.3 -1.0
-1.8 -0.6 0.5
1.2 0.5 0.8
0.1 0.3 0.4
1.1 0.7 0.1
-0.4 -1.0 -0.7
-0.2 -0.2 -0.3
-1.3 1.1 -1.9
-0.8 0.9 3.6
0.4 0.4 0.8
0.8 0.5 1.3
0.1 -0.3 0.2
-0.7 -0.2 0.7
-0.1 0.7 -0.2
0.2 0.0 0.2
0.1 -0.6 0.2
1.0 -0.2 -0.6
-0.3 -1.2 -0.6
0.2 -0.1 0.2
-0.2 -0.1 -0.2
-0.5 1.7 4.1
0.2 0.0 -0.2
0.1 0.0 0.0
-0.2 -0.1 -0.1
0.0 0.1 0.0
0.0 0.0 -0.1
0.0 0.0 -0.1
0.0 0.0 0.0
0.0 0.0 -0.1
0.0 0.1 0.0
0.1 0.0 0.0
0.0 0.1 0.1
-0.3 -0.2 0.1
-0.1 -0.2 0.0
0.0 0.0 0.1
0.1 0.0 0.0
0.0 0.1 0.1
0.0 0.0 0.0

Calculated values
Kohn-Sham gap (spin up / spin down) ... 6.5 / 6.0 eV
E_HOMO (spin up / spin down) ... -0.420 / -0.425 Eh
Charge ... +1
Spin multiplicity ... 4
Calculated total energy ... -2475.832651 Ha
Relative energy (zero: lowest compared OMol25 entry of this formula, charge and spin) ... 1.104 eV

***

[4]
Density functional theory data (the ωB97M-V functional and the def2-TZVPD basis) for an isolated molecule of C8H17OP.

Last column: Mulliken charge in e.
Element x y z (Å)
1 P 0.180 2.472 -1.450  0.318
2 O 0.421 1.799 -2.934  -0.440
3 C -0.467 0.706 -0.378  -1.559
4 C -0.287 -1.757 1.249  0.491
5 C -1.043 -2.538 0.246  -1.195
6 C 0.827 0.606 1.757  -1.994
7 C 0.355 -2.193 2.311  -0.953
8 C -1.543 2.895 -2.077  -1.180
9 C 1.712 -0.612 -0.002  -1.851
10 C 0.339 -0.299 0.623  2.054
11 H 0.074 -3.199 2.820  0.221
12 H 2.426 -0.964 0.625  0.551
13 H -1.374 -3.586 0.631  0.317
14 H -1.978 -1.896 0.008  0.248
15 H 1.889 0.407 2.173  0.296
16 H -1.390 3.704 -2.712  0.392
17 H -0.577 -2.498 -0.688  0.323
18 H -2.243 3.148 -1.353  0.411
19 H 0.125 0.502 2.552  0.517
20 H 1.051 -1.685 2.914  0.325
21 H -1.843 2.039 -2.603  0.353
22 H 0.837 1.643 1.620  0.445
23 H 1.010 1.104 -2.985  0.292
24 H 1.768 -1.372 -0.907  0.222
25 H 2.124 0.195 -0.467  0.549
26 H -1.167 0.281 -1.246  0.310
27 H -1.226 1.100 0.274  0.536

Forces on the atoms, in the same order (eV/Å):
-1.5 -2.2 1.1
-1.2 1.8 -0.3
-1.6 -0.6 -1.6
2.4 2.8 -2.2
-3.8 0.2 1.9
0.9 -1.2 1.9
-1.8 -3.0 1.7
1.9 -0.7 1.5
-2.5 -3.3 -3.9
1.5 0.3 -0.9
0.5 1.5 -1.3
1.8 -1.2 2.4
0.7 1.8 -1.0
0.9 -1.3 0.5
-1.8 -0.2 -0.7
0.2 1.4 -1.3
1.2 -0.6 -1.4
-1.2 0.5 1.5
-0.4 -0.2 1.1
0.6 1.0 0.3
-0.5 -1.1 -0.8
-0.1 1.6 -1.2
2.2 -2.2 -0.1
-0.7 1.0 1.6
0.9 2.9 -1.0
1.8 0.1 1.6
-0.5 0.7 0.4

Calculated values
Structure (SMILES) ... C=C(C)C(C)(C)CP(C)O
Kohn-Sham gap ... 9.5 eV
E_HOMO ... -0.317 Eh
Charge ... 0
Calculated total energy ... -731.473359 Ha
Relative energy (zero: lowest compared OMol25 entry of this formula, charge and spin) ... 2.939 eV

***

[5]
Density functional theory data (the ωB97M-V functional and the def2-TZVPD basis) for CH4NO as an isolated structure.

Last column: Mulliken charge in e.
Element x y z (Å)
1 O -1.890 0.192 -0.054  -0.736
2 N -0.719 -0.487 0.166  -0.330
3 C 0.476 0.180 0.202  -0.703
4 H -0.559 -1.363 -0.765  0.113
5 H 0.386 1.048 0.982  0.207
6 H 0.901 0.816 -0.817  0.180
7 H 1.406 -0.385 0.286  0.269

Forces on the atoms, in the same order (eV/Å):
0.9 0.4 0.0
-1.4 -4.8 -2.7
2.2 4.9 -1.3
-0.4 2.6 2.8
0.4 -1.6 -1.1
-1.4 -0.7 1.5
-0.4 -0.8 0.8

Calculated values
Kohn-Sham gap ... 6.0 eV
E_HOMO ... -0.039 Eh
Charge ... -1
Calculated total energy ... -170.358177 Ha
Relative energy (zero: lowest compared OMol25 entry of this formula, charge and spin) ... 3.316 eV

***

[6]
Density functional theory data (the ωB97M-V functional and the def2-TZVPD basis) for C33H51AsCl3GeN3O2Si3Ta as an isolated structure.

Last column: Mulliken charge in e.
Element x y z (Å)
1 Ta -0.040 0.135 0.522  0.539
2 As 3.090 0.417 1.010  1.119
3 Ge 2.404 -3.653 2.066  1.022
4 Cl 4.515 -3.752 1.670  -0.260
5 Cl 1.538 -5.427 1.234  -0.268
6 Cl 2.126 -3.671 4.202  -0.280
7 Si 1.474 -0.739 -2.354  -0.085
8 Si -1.398 -1.899 -2.010  0.077
9 Si -1.048 1.053 -2.578  -0.737
10 O -1.840 0.601 0.757  0.429
11 O -0.352 -1.679 0.958  0.160
12 N 0.372 2.287 -0.560  0.941
13 N 0.323 -0.256 3.151  0.676
14 N -0.047 1.971 2.092  0.129
15 C -2.729 1.600 0.974  0.947
16 C 3.649 -0.314 2.740  -0.998
17 C -0.263 -0.362 -1.573  1.282
18 C 0.493 4.824 -1.746  -0.878
19 C -2.986 -1.920 -0.999  -0.740
20 C 4.496 -0.400 -0.073  -1.081
21 C -2.205 -4.585 2.166  -1.034
22 C -1.002 2.821 2.217  -0.294
23 C -4.511 3.691 1.380  -1.077
24 C 0.977 2.045 3.133  0.263
25 C -1.575 -3.241 4.032  -1.003
26 C -0.963 -2.568 1.795  -0.122
27 C -0.955 -2.330 3.173  1.304
28 C -0.610 1.257 -4.387  -1.411
29 C -2.907 1.257 -2.485  -0.692
30 C 1.190 4.551 -0.578  -1.437
31 C -0.238 3.799 -2.311  -0.780
32 C 1.084 3.296 -0.025  -0.289
33 C -4.068 1.421 0.665  -0.895
34 C 2.301 -2.092 -1.343  0.179
35 C -3.196 3.830 1.765  -0.880
36 C -2.193 -4.372 3.539  -1.062
37 C -4.947 2.475 0.855  -0.785
38 C 1.476 -1.442 -4.092  -1.135
39 C -1.974 -1.840 -3.801  -1.093
40 C -0.576 -3.591 -1.967  -1.574
41 C -0.344 -1.158 3.766  -0.926
42 C 3.961 2.176 1.073  -1.595
43 C 2.505 0.832 -2.487  -0.782
44 C 0.770 0.839 4.014  -1.780
45 C -0.264 2.538 -1.724  0.303
46 C -2.284 2.785 1.566  0.424
47 C -1.599 -3.692 1.296  -0.070
48 H 4.470 -1.482 -0.001  0.245
49 H 3.898 0.497 3.423  0.465
50 H 1.965 2.028 2.684  -1.073
51 H -0.782 3.959 -3.233  0.512
52 H -5.990 2.344 0.601  0.502
53 H -2.691 -5.461 1.758  0.495
54 H 0.444 1.439 -4.587  0.398
55 H -2.859 4.741 2.244  0.493
56 H 2.508 -1.863 -0.296  -1.424
57 H -1.388 -4.308 -2.127  0.592
58 H 2.533 -1.545 -4.356  0.481
59 H 4.541 -0.915 2.575  0.493
60 H -2.666 -5.076 4.209  0.463
61 H -3.747 -1.342 -1.525  0.627
62 H -2.618 -1.003 -4.065  0.349
63 H 3.927 2.634 0.086  0.388
64 H -4.408 0.470 0.280  0.420
65 H -5.211 4.503 1.520  0.465
66 H -3.356 0.810 -1.606  -0.342
67 H 4.421 -0.093 -1.111  0.328
68 H -1.164 -1.893 -4.527  0.333
69 H 1.695 0.576 4.529  0.418
70 H 2.022 1.545 -3.157  0.293
71 H 3.468 0.583 -2.938  0.737
72 H -3.396 0.837 -3.364  0.518
73 H 1.591 3.091 0.900  0.606
74 H -2.909 -1.543 0.019  -0.102
75 H 3.546 2.862 1.807  0.504
76 H -1.627 -3.880 0.238  0.214
77 H -3.360 -2.945 -0.939  0.665
78 H 1.668 -2.977 -1.351  0.381
79 H -1.169 2.122 -4.754  0.494
80 H 2.877 -0.943 3.178  -0.062
81 H 0.893 2.967 3.710  0.693
82 H 5.000 1.984 1.336  0.553
83 H -0.499 -1.060 4.843  0.406
84 H -3.133 2.327 -2.467  0.473
85 H -2.577 -2.745 -3.930  0.482
86 H 0.529 5.805 -2.202  0.496
87 H 1.031 -2.434 -4.167  0.323
88 H 5.431 -0.037 0.352  0.562
89 H 0.110 -3.712 -2.808  0.493
90 H 2.689 1.365 -1.554  -0.229
91 H 1.017 -0.804 -4.842  0.355
92 H -0.046 -3.889 -1.064  0.328
93 H -1.557 -3.047 5.098  0.512
94 H 1.801 5.299 -0.092  0.545
95 H -0.929 0.405 -4.985  0.480
96 H -0.892 3.610 2.963  0.465
97 H 3.250 -2.374 -1.808  0.742
98 H 0.016 1.053 4.776  0.698

Forces on the atoms, in the same order (eV/Å):
-0.3 0.6 0.6
0.0 -0.1 0.0
0.0 -0.3 0.0
0.0 0.1 0.0
0.0 0.1 0.0
0.0 0.0 0.0
-0.1 -0.1 0.0
0.1 0.0 0.0
0.1 -0.1 0.0
0.1 -0.1 -0.2
0.1 0.1 -0.2
0.0 0.1 -0.1
-0.2 -0.2 -0.1
-0.2 0.1 -0.1
-0.1 0.1 0.0
-0.1 0.1 0.0
0.1 0.0 -0.2
0.0 0.0 0.0
0.0 0.0 0.0
0.0 0.0 0.0
0.0 0.0 0.0
0.0 0.0 0.1
0.0 0.0 0.0
0.1 0.1 -0.1
0.0 0.0 0.0
0.0 -0.1 0.3
0.0 0.1 0.0
0.0 0.0 0.0
0.0 0.0 0.0
0.0 0.0 0.0
0.0 0.1 0.0
0.1 0.0 0.1
0.0 0.0 0.0
0.0 -0.1 0.1
0.0 0.0 0.0
0.0 0.0 -0.1
0.0 0.0 0.0
-0.1 0.0 0.1
0.0 0.1 0.0
0.1 0.0 0.1
0.1 -0.1 -0.2
0.0 -0.1 0.0
0.0 0.0 0.0
0.1 -0.1 0.1
0.0 -0.2 0.0
0.0 -0.1 0.0
0.1 0.0 0.0
0.0 0.1 0.0
-0.1 0.0 0.0
0.0 0.0 0.0
0.0 0.0 0.0
0.0 0.0 0.0
0.0 0.0 0.0
0.0 0.0 0.0
0.0 0.0 0.0
-0.2 -0.1 -0.1
0.0 0.0 0.0
0.0 0.0 0.0
0.0 0.0 0.0
0.0 0.0 0.0
0.0 0.0 0.0
0.0 0.0 0.0
0.0 0.0 0.0
0.0 0.0 0.0
0.0 0.0 0.0
0.0 0.0 0.0
0.0 0.0 0.1
0.0 0.0 0.0
0.0 0.0 0.0
0.0 0.0 0.0
0.0 0.0 0.0
0.0 0.0 0.0
0.1 0.0 0.0
0.0 0.0 0.0
0.0 0.0 0.0
0.1 0.0 0.0
0.0 0.0 0.0
0.1 0.0 -0.1
0.0 0.0 0.0
0.0 0.1 0.0
0.0 0.0 0.0
0.0 0.0 0.0
0.0 0.0 0.0
0.0 0.0 0.0
0.0 0.0 0.0
0.0 0.0 0.0
0.0 0.0 0.0
0.0 0.0 0.0
0.0 0.0 0.0
0.0 0.0 0.0
0.0 0.0 0.0
-0.1 0.0 0.0
0.0 0.0 0.0
0.0 0.0 0.0
0.0 0.0 0.0
0.0 0.0 0.0
0.0 0.0 0.0
0.0 0.0 0.0

Calculated values
Kohn-Sham gap (spin up / spin down) ... 7.6 / 7.0 eV
E_HOMO (spin up / spin down) ... -0.503 / -0.517 Eh
Charge ... +2
Spin multiplicity ... 2
Calculated total energy ... -8221.368553 Ha
Relative energy (zero: lowest compared OMol25 entry of this formula, charge and spin) ... 0.306 eV

***

Q: Among the records above, which one has the lowest charge?
A: CH4NO

***

Q: Look up the relative energy (zero: lowest compared OMol25 entry of this formula, charge and spin) of the third one.
A: 1.104 eV

***

Q: Number 4 is which compound?
A: C8H17OP

***

Q: Which of these has the lowest relative energy (zero: lowest compared OMol25 entry of this formula, charge and spin)?
A: C33H51AsCl3GeN3O2Si3Ta